ORCA calculation (ωB97M-V/def2-TZVPD) on a molecular structure, C3H4AuO3.

ORCA input file:
```
! RIJCOSX wB97M-V def2-TZVPD def2/J DEFGRID3
* xyz 1 3
H -2.969 -0.311 -1.318
O -2.147 -0.447 -0.822
C 0.686 -1.821 -0.233
C 0.877 -0.798 0.616
O 1.680 0.270 0.341
C 1.343 1.589 0.725
O 0.117 1.822 0.624
Au -1.236 0.813 -0.164
H 1.178 -1.847 -1.209
H 0.114 -2.689 0.099
H 0.425 -0.781 1.614
*
```

Results
HOMO-LUMO gap (spin up / spin down), eV: 9.206 / 6.126
DFT total energy, Ha: -477.5637
ΔE to the lowest compared entry with this formula, charge and spin, kcal/mol: 31.0